# 1
Density functional theory data (wB97M-V/def2-TZVPD) for a cluster of 9 separate species, C33H69N3O24P6 in total in a non-equilibrium geometry.

Output
HOMO energy (eV): -9.2
Molecular weight (g mol⁻¹): 1077.76
Largest force on an atom (eV/A): 4.19
Gap between HOMO and LUMO (eV): 9.4
Electronic energy (eV): -144693.24468

```
! wB97M-V def2-TZVPD RIJCOSX def2/J DEFGRID3
* xyz 0 1
C -3.2402 -2.1103 5.0506
O -3.6617 -1.8367 3.7392
P -2.7891 -2.4531 2.5483
O -1.3276 -2.1902 2.5407
O -3.5148 -1.9399 1.1731
C -4.8702 -1.9472 1.0202
O -3.1504 -4.0468 2.6917
C -2.7796 -4.9175 1.6187
H -3.4937 -1.3244 5.7620
H -2.2043 -2.4444 5.1094
H -3.8564 -2.9929 5.2220
H -5.1339 -2.6393 0.2205
H -5.1282 -0.9032 0.8423
H -5.4780 -2.2301 1.8796
H -2.1461 -4.4808 0.8467
H -3.6437 -5.3531 1.1169
H -2.2751 -5.7380 2.1288
C 3.2041 -2.2864 3.9462
O 2.0390 -1.5835 4.5022
P 1.6022 -1.6970 6.0956
O 2.7141 -1.9187 7.0466
O 0.5351 -2.9152 6.0655
C 0.0247 -3.3768 7.3012
O 0.7065 -0.3164 6.2942
C -0.2222 0.1431 5.2811
H 2.7794 -3.0089 3.2493
H 3.8049 -2.8573 4.6541
H 3.8633 -1.6453 3.3609
H -1.0267 -3.1284 7.4462
H 0.5268 -2.9261 8.1573
H 0.1361 -4.4589 7.3709
H 0.2637 0.9824 4.7834
H -1.0845 0.4889 5.8511
H -0.4385 -0.6360 4.5501
C 2.6137 -0.2916 -3.5877
O 1.8911 -1.5519 -3.5825
P 0.2766 -1.7841 -3.1833
O -0.3010 -3.0963 -3.6291
O 0.2053 -1.5264 -1.5701
C -1.0468 -1.6561 -0.9749
O -0.5188 -0.4572 -3.7455
C -0.7756 -0.2903 -5.1248
H 3.6531 -0.4546 -3.3029
H 2.1925 0.4801 -2.9434
H 2.5389 0.1349 -4.5880
H -1.2672 -0.8083 -0.3262
H -1.0727 -2.4668 -0.2467
H -1.8776 -1.9036 -1.6358
H -0.3844 -1.0893 -5.7546
H -0.4577 0.7204 -5.3810
H -1.8531 -0.2108 -5.2690
C 1.5676 7.2502 -2.2032
O 0.8893 7.3026 -0.9212
P -0.3188 6.3288 -0.5066
O -0.0260 4.8639 -0.7143
O -0.7950 6.7372 1.0142
C -0.3681 7.9338 1.5606
O -1.5165 6.8571 -1.4786
C -2.5506 6.0309 -2.0065
H 0.9124 7.0110 -3.0408
H 2.3458 6.4870 -2.1941
H 2.0365 8.2241 -2.3438
H 0.1871 8.6868 1.0012
H 0.2516 7.7445 2.4371
H -1.2471 8.4106 1.9944
H -2.6014 6.1531 -3.0885
H -3.5400 6.3322 -1.6625
H -2.4125 5.0201 -1.6228
C -1.6786 2.4582 -3.0833
O -1.7610 3.6852 -3.7764
P -2.0441 3.6713 -5.3872
O -3.3805 3.0331 -5.7157
O -1.8698 5.2210 -5.8361
C -0.8238 6.0214 -5.4441
O -0.6810 2.9802 -6.0408
C -0.3949 3.0159 -7.4512
H -2.1931 1.6272 -3.5658
H -2.0737 2.5216 -2.0694
H -0.6518 2.1145 -2.9583
H -1.0488 7.0820 -5.3325
H 0.1135 6.0216 -6.0005
H -0.5916 5.7859 -4.4054
H -0.4470 2.0188 -7.8884
H 0.6484 3.3286 -7.4071
H -1.0570 3.7303 -7.9405
C 1.3525 -4.0394 1.0806
O 1.5603 -5.1824 0.2698
P 0.3267 -6.1696 -0.0514
O -0.3968 -6.7769 1.1098
O -0.6484 -5.2930 -1.0668
C -1.7515 -5.8402 -1.7002
O 0.7993 -7.2883 -1.1111
C 1.6110 -6.9633 -2.2199
H 1.9326 -4.2869 1.9696
H 0.3532 -3.8471 1.4709
H 1.7698 -3.1741 0.5656
H -2.6816 -5.4151 -1.3230
H -1.7540 -6.9301 -1.7138
H -1.6235 -5.4489 -2.7094
H 2.3799 -7.7357 -2.2359
H 2.0621 -5.9714 -2.1942
H 1.0929 -7.0121 -3.1776
C -2.6081 3.6668 2.2692
C -2.8034 2.9913 1.0639
C -3.1072 1.6520 1.0654
N -3.0773 0.9426 2.2399
C -3.0122 1.6317 3.3870
C -2.6810 2.9657 3.4720
H -2.3420 4.7133 2.2503
H -2.7138 3.5880 0.1682
H -3.2906 1.1312 0.1371
H -2.9304 1.0041 4.2621
H -2.3239 3.4515 4.3681
C 6.7230 -0.7884 0.2270
C 7.3931 -1.7023 -0.5912
C 6.8058 -2.9657 -0.7796
N 5.7563 -3.4499 -0.0259
C 5.1739 -2.5675 0.8599
C 5.5986 -1.1958 1.0270
H 7.1030 0.2192 0.1447
H 8.2401 -1.3760 -1.1765
H 7.2900 -3.7575 -1.3319
H 4.3581 -3.0041 1.4169
H 5.0881 -0.6221 1.7864
C 0.9158 1.4230 0.2112
C 0.6199 0.7332 1.3893
C 1.3916 -0.3155 1.7058
N 2.4952 -0.7184 1.0326
C 2.8715 0.0586 0.0154
C 2.0707 1.1276 -0.4725
H 0.2717 2.1778 -0.2150
H -0.2424 1.0407 1.9622
H 1.1157 -0.9649 2.5234
H 3.7214 -0.2276 -0.5865
H 2.3138 1.7619 -1.3122
*
```

These are the Löwdin partial charges, in e, on atoms 1 to 6: atom 1 (C): -0.110, atom 2 (O): -0.233, atom 3 (P): 0.483, atom 4 (O): -0.235, atom 5 (O): -0.236, atom 6 (C): -0.150

***

# 2
Density functional theory data (wB97M-V/def2-TZVPD) for a cluster of 10 separate species, C33H70BrN13O11P in total in a non-equilibrium geometry.

Output
HOMO energy (eV): -10.5
Molecular weight (g mol⁻¹): 935.88
Largest force on an atom (eV/A): 5.28
Gap between HOMO and LUMO (eV): 6.5
Electronic energy (eV): -156573.64079

```
! wB97M-V def2-TZVPD RIJCOSX def2/J DEFGRID3
* xyz 1 1
C 6.1165 3.9079 1.6613
C 5.7266 4.8008 0.6065
O 5.4587 4.3983 -0.7517
C 4.0607 4.2517 -0.9854
O 3.5286 4.5512 -2.0840
C 3.1002 3.6935 0.1558
C 2.2887 4.7008 1.0216
C 1.3672 4.1697 2.1524
N 1.1967 2.7546 2.4765
C 0.3361 2.2522 3.5910
Br -0.0654 3.5747 5.0150
C -1.1182 1.6983 3.0585
C -1.5427 2.2860 1.6272
C 1.9101 1.7495 1.6576
C 1.7696 0.1481 1.8813
C 3.0759 -0.5370 2.5542
N 4.1213 0.4146 3.0152
N 2.5675 -1.2605 3.7866
N 3.7457 -1.5753 1.7136
C 2.8812 2.1654 0.4783
P 3.8102 0.8846 -0.5723
C 5.6776 1.1817 -0.5829
C 3.0523 0.9894 -2.3096
H 5.7176 4.0952 2.7164
H 6.8316 3.0297 1.5137
H 5.6530 5.9117 0.9057
H 2.4196 5.8225 0.7937
H 0.8001 4.9834 2.7421
H 0.8077 1.3445 4.1341
H -1.9207 2.0364 3.8199
H -1.1313 0.5381 3.1172
H -2.4093 1.6160 1.2475
H -0.7329 2.2354 0.8247
H -2.0166 3.3347 1.7371
H 0.8069 -0.1579 2.4144
H 1.6893 -0.2946 0.8120
H 4.6038 0.8889 2.2415
H 3.7779 1.0666 3.7322
H 2.4838 -2.2559 3.5383
H 3.2595 -1.0973 4.5381
H 3.2156 -1.8094 0.8640
H 4.6693 -1.1941 1.4702
H 6.0415 1.9850 -1.3094
H 6.0095 1.3738 0.5058
H 6.1837 0.1960 -0.9240
H 3.3763 1.9245 -2.8886
H 1.9034 1.0490 -2.1707
H 3.2703 0.0338 -2.9053
O -2.4243 4.9274 -0.0794
C -1.5348 5.1234 -0.8925
N -0.2989 4.5760 -0.7231
C -1.7197 5.9661 -2.1230
H 0.4654 4.7089 -1.3650
H -0.1517 4.0069 0.0954
H -1.9987 6.9776 -1.8238
H -2.5128 5.5345 -2.7341
H -0.8071 6.0178 -2.7208
O 3.1404 -0.9352 6.4700
C 2.4545 -1.3462 7.3935
N 2.3738 -0.6610 8.5640
C 1.6572 -2.6179 7.3174
H 1.8225 -0.9609 9.3502
H 2.9006 0.1960 8.6389
H 2.3352 -3.4526 7.1301
H 0.9388 -2.5389 6.4989
H 1.1121 -2.8118 8.2432
O -1.0444 -1.9974 3.0963
C -1.2407 -2.8156 2.2087
N -0.2048 -3.3091 1.4801
C -2.6014 -3.3352 1.8495
H -0.3112 -3.9848 0.7364
H 0.7202 -2.9735 1.7027
H -3.2337 -2.4994 1.5440
H -3.0383 -3.8250 2.7220
H -2.5533 -4.0555 1.0309
O -4.1413 7.6464 -3.6155
C -5.1536 6.9923 -3.8078
N -6.2598 7.5601 -4.3582
C -5.2656 5.5331 -3.4607
H -7.1152 7.0612 -4.5348
H -6.2093 8.5383 -4.5996
H -5.0978 5.4079 -2.3892
H -4.5098 4.9757 -4.0172
H -6.2496 5.1305 -3.7094
O 4.0093 7.3865 2.6868
C 4.5327 8.4860 2.5667
N 5.3907 8.7485 1.5449
C 4.2784 9.6206 3.5189
H 5.8426 9.6372 1.4088
H 5.5782 8.0046 0.8915
H 4.5806 9.3173 4.5228
H 3.2132 9.8579 3.5134
H 4.8372 10.5166 3.2418
O -2.0676 -4.6547 -1.1465
C -2.7936 -5.4844 -1.6792
N -3.4623 -5.1979 -2.8233
C -3.0031 -6.8647 -1.1230
H -4.0709 -5.8484 -3.2951
H -3.3382 -4.2773 -3.2159
H -3.4242 -6.7841 -0.1191
H -2.0412 -7.3792 -1.0761
H -3.6845 -7.4523 -1.7413
O 0.8652 -6.8071 0.4293
C 1.9853 -6.6279 0.8776
N 2.2240 -5.6513 1.7951
C 3.1746 -7.4506 0.4656
H 3.1296 -5.4658 2.1928
H 1.4398 -5.0861 2.0870
H 3.3257 -7.3443 -0.6101
H 2.9836 -8.4978 0.7065
H 4.0851 -7.1346 0.9791
O -6.2521 -5.9759 -3.3439
C -6.9086 -5.4625 -4.2413
N -6.7914 -5.8863 -5.5243
C -7.8816 -4.3409 -4.0036
H -7.3095 -5.4950 -6.2923
H -6.1461 -6.6373 -5.7096
H -7.3469 -3.4899 -3.5777
H -8.6493 -4.6776 -3.3045
H -8.3669 -4.0216 -4.9280
O -6.3337 -7.2865 -7.6854
C -5.4090 -7.8782 -8.2235
N -4.9677 -9.0700 -7.7431
C -4.6949 -7.3513 -9.4367
H -4.2113 -9.5921 -8.1523
H -5.4318 -9.4446 -6.9291
H -4.2540 -6.3819 -9.1972
H -5.4131 -7.2357 -10.2502
H -3.9007 -8.0246 -9.7650
*
```

These are the Löwdin partial charges, in e, on atoms 1 to 6: atom 1 (C): 0.055, atom 2 (C): -0.134, atom 3 (O): -0.032, atom 4 (C): -0.349, atom 5 (O): 0.101, atom 6 (C): -0.035